Below is a structure of composition C16H24Cl5F4N2O24S4Y, with properties calculated with wB97M-V/def2-TZVPD.

LUMO energy = -1.5 eV
Kohn-Sham gap = 8.9 eV
E_HOMO = -10.48 eV
Net charge = 0
2S+1 = 1
E_tot = -186961.29913 eV

```
80
Properties=species:S:1:pos:R:3:lowdin_charge:R:1
Y 2.877 -0.176 -2.179 1.816
Cl 1.064 -2.313 -4.847 0.673
O -0.279 -2.385 -4.377 -0.311
O 1.531 -3.574 -5.321 -0.297
O 1.221 -1.294 -5.839 -0.319
O 1.931 -1.942 -3.696 -0.499
N 1.229 0.253 -0.751 -0.396
S 0.984 1.351 0.405 0.505
O 1.152 0.975 1.754 -0.201
O 0.093 2.403 0.039 -0.244
F 2.376 2.138 0.089 -0.202
S -0.336 -0.394 -0.687 0.501
O -1.357 0.338 -1.334 -0.210
O -0.667 -1.013 0.543 -0.208
F -0.038 -1.593 -1.631 -0.133
N 4.791 0.399 -1.157 -0.436
S 6.207 1.150 -1.483 0.499
O 7.329 0.308 -1.329 -0.206
O 6.293 2.535 -1.219 -0.210
F 5.940 1.192 -3.072 -0.200
S 5.064 0.204 0.507 0.515
O 5.151 1.412 1.220 -0.189
O 5.834 -0.920 0.858 -0.205
F 3.591 -0.338 0.788 -0.198
C 1.776 -4.477 1.497 -0.075
C 2.466 -5.304 0.378 -0.072
O 2.790 -4.340 -0.618 0.134
C 2.421 -3.140 -0.211 -0.531
O 2.565 -2.137 -0.872 -0.004
O 1.799 -3.149 0.952 0.095
H 2.418 -4.469 2.374 0.116
H 0.791 -4.860 1.730 0.132
H 1.781 -6.065 0.006 0.136
H 3.326 -5.855 0.751 0.136
C -3.486 -2.553 1.159 -0.105
C -3.635 -2.830 -0.345 -0.110
O -4.825 -3.617 -0.412 0.055
C -5.524 -3.518 0.743 -0.577
O -6.576 -4.024 0.938 0.171
O -4.806 -2.820 1.649 0.059
H -3.251 -1.528 1.429 0.118
H -2.776 -3.229 1.635 0.129
H -2.852 -3.435 -0.797 0.129
H -3.752 -1.924 -0.941 0.126
C -1.489 2.942 -4.055 -0.078
C -2.124 1.559 -4.223 -0.047
O -0.950 0.711 -4.338 0.100
C 0.076 1.346 -3.835 -0.575
O 1.136 0.801 -3.605 0.004
O -0.169 2.625 -3.578 0.096
H -2.032 3.474 -3.282 0.062
H -1.427 3.471 -5.003 0.140
H -2.684 1.426 -5.142 0.141
H -2.678 1.234 -3.347 0.123
C -2.341 2.442 2.409 -0.143
C -3.385 3.241 3.220 -0.099
O -3.701 2.346 4.290 0.064
C -2.803 1.336 4.332 -0.564
O -2.794 0.461 5.126 0.169
O -1.978 1.371 3.251 0.053
H -1.539 3.143 2.177 0.115
H -2.777 2.088 1.476 0.111
H -4.267 3.421 2.609 0.126
H -2.997 4.163 3.647 0.128
Cl 0.699 -3.549 4.864 0.559
C 1.858 -2.224 4.549 -0.643
C 1.139 -0.908 4.480 -0.649
Cl 0.744 -0.308 6.128 0.551
H 2.308 -2.414 3.573 0.049
H 2.639 -2.254 5.302 0.070
H 0.185 -1.023 3.974 0.059
H 1.712 -0.103 4.033 0.055
Cl -0.109 6.953 -0.572 0.561
C -0.902 5.346 -0.727 -0.658
C -2.345 5.571 -1.112 -0.630
Cl -3.196 3.992 -1.066 0.595
H -0.736 4.860 0.224 0.046
H -0.416 4.838 -1.555 0.058
H -2.415 5.957 -2.124 0.072
H -2.875 6.225 -0.427 0.067
```